(1)
This record from OMol25 describes the ion C3H8N3 with charge +1. The level of theory is wB97M-V/def2-TZVPD.

Structure (ORCA input):
```
! RIJCOSX wB97M-V def2-TZVPD def2/J DEFGRID3
* xyz 1 1
C 1.5117 -0.9052 -0.1855
C -0.2812 0.5840 0.5054
C -1.5771 0.9568 -0.3081
N 1.8234 0.5741 -0.4079
N 0.9189 1.2869 0.0024
N 0.0722 -0.9358 0.2028
H 1.6587 -1.4729 -1.0691
H 2.4101 -1.2783 0.4043
H -0.3391 0.5969 1.6256
H -1.6710 2.0857 -0.1313
H -2.3706 0.5052 0.1889
H -1.4686 0.8936 -1.3036
H -0.6129 -1.2703 -0.5555
H -0.0744 -1.6208 1.0316
*
```

Values from the calculation:
molar mass	86.12	g mol⁻¹
structure (SMILES)	C[C@@H]1N=NC[NH2+]1
calculated total energy	-283.03458	Ha
orbital gap	10.77	eV
highest occupied orbital energy	-14.715	eV
energy above the lowest of the compared OMol25 structures with the same formula, charge and spin	3.515	eV

=====

(2)
This record from OMol25 describes a structure of composition C43H51As2Br2CrFN2O8S5. The level of theory is wB97M-V/def2-TZVPD.

Structure (ORCA input):
```
! RIJCOSX wB97M-V def2-TZVPD def2/J DEFGRID3
* xyz 1 4
Cr -0.7506 1.2019 0.3667
Br 3.1936 0.7038 0.9514
C 3.3645 2.6277 0.9557
Br 1.6665 3.5005 1.1730
H 3.7591 2.9151 -0.0080
H 4.0030 2.8969 1.7840
C 1.0479 -0.1777 7.0805
C 0.4361 1.1458 6.6210
C -0.8654 1.3896 7.4005
C 1.4329 2.2799 6.9084
C 0.1248 1.1494 5.1314
C -0.4853 2.2553 4.5437
C -0.7486 2.2601 3.1938
N -0.4641 1.2188 2.4037
C 0.1291 0.1413 2.9426
C 0.4358 0.0840 4.2908
C 0.3762 -0.9705 1.9997
C 0.8722 -2.2062 2.3805
C 1.0032 -3.2296 1.4454
C 0.5705 -2.9557 0.1491
C 0.0920 -1.7030 -0.1612
N 0.0299 -0.7140 0.7306
C 1.5812 -4.5947 1.7837
C 2.8443 -4.8041 0.9320
C 0.5427 -5.6759 1.4439
C 1.9567 -4.7109 3.2601
H 1.2308 -0.1349 8.1548
H 2.0069 -0.3757 6.5949
H 0.3779 -1.0215 6.8960
H -0.6597 1.3553 8.4721
H -1.6121 0.6255 7.1725
H -1.2989 2.3658 7.1782
H 1.6539 2.3117 7.9769
H 1.0318 3.2537 6.6218
H 2.3710 2.1248 6.3705
H -0.7563 3.1248 5.1270
H -1.1959 3.1153 2.7109
H 0.9156 -0.7948 4.6901
H 1.1516 -2.3748 3.4094
H 0.6094 -3.7022 -0.6328
H -0.2701 -1.4773 -1.1527
H 2.6314 -4.7262 -0.1352
H 3.2539 -5.7983 1.1207
H 3.6108 -4.0660 1.1815
H 0.3217 -5.7062 0.3761
H -0.3927 -5.5081 1.9825
H 0.9279 -6.6564 1.7300
H 2.7093 -3.9726 3.5492
H 2.3815 -5.6983 3.4450
H 1.0864 -4.6017 3.9124
F -6.2820 -1.4435 0.2752
C -5.0673 -0.8723 0.3025
C -4.6685 -0.1010 -0.7696
C -3.4128 0.4928 -0.7292
C -2.5696 0.3297 0.3667
C -3.0061 -0.4751 1.4192
C -4.2553 -1.0763 1.4020
H -5.3448 0.0432 -1.6022
H -3.1240 1.1394 -1.5517
H -2.3904 -0.6235 2.3004
H -4.6108 -1.6804 2.2271
C -4.2710 4.0190 -2.8325
S -3.7456 5.3247 -1.6929
C -4.0720 4.4955 -0.1802
C -3.2433 3.6222 0.4273
S -1.6214 3.3057 -0.1715
S -3.8701 2.9095 1.8927
C -5.3977 3.7413 1.9470
S -6.4716 3.5317 3.1590
S -5.6123 4.7938 0.5930
H -4.0380 4.3584 -3.8417
H -5.3412 3.8383 -2.7515
H -3.7190 3.1024 -2.6232
C -3.9629 -1.1722 -4.1600
O -2.6535 -1.1247 -3.5610
C -1.8355 -0.2053 -4.0750
O -2.1478 0.6125 -4.8971
C -0.4656 -0.2767 -3.4647
C 0.3446 -1.3230 -3.6206
As 2.1606 -1.6330 -2.9197
C 2.9177 -2.0013 -4.6994
C 2.7181 0.2480 -2.8266
C 1.9190 1.3092 -2.7469
As 0.0155 1.2504 -2.3624
C -0.5928 2.7803 -3.3904
C 2.4185 2.7222 -2.7917
O 2.3769 3.4688 -1.8463
O 2.7970 3.0565 -4.0148
C 3.3595 4.3751 -4.1565
C 4.1957 0.4979 -2.7504
O 4.6977 1.5808 -2.5855
O 4.8962 -0.6347 -2.8129
C 6.3224 -0.4940 -2.6586
C -0.0988 -2.5683 -4.3275
O 0.2145 -3.6646 -3.9275
O -0.8275 -2.3463 -5.4163
C -1.3022 -3.5275 -6.0980
H -4.4484 -2.0471 -3.7410
H -3.8752 -1.2513 -5.2406
H -4.5190 -0.2687 -3.9144
H 2.5342 -2.9626 -5.0327
H 3.9975 -2.0617 -4.6074
H 2.6446 -1.2182 -5.4039
H -0.2071 2.7138 -4.4026
H -0.2421 3.6743 -2.8792
H -1.6774 2.7892 -3.4056
H 3.9151 4.3564 -5.0864
H 4.0133 4.5927 -3.3168
H 2.5601 5.1110 -4.2038
H 6.7206 -1.5022 -2.6769
H 6.5466 -0.0046 -1.7140
H 6.7280 0.0958 -3.4766
H -1.9070 -3.1669 -6.9224
H -1.8911 -4.1385 -5.4187
H -0.4594 -4.1067 -6.4675
*
```

Values from the calculation:
molar mass	1264.87	g mol⁻¹
calculated total energy	-15135.28316	Ha
orbital gap (alpha / beta)	5.93 / 6.00	eV
highest occupied orbital energy (alpha / beta)	-9.355 / -9.401	eV
energy above the lowest of the compared OMol25 structures with the same formula, charge and spin	0.000	eV

=====

(3)
This record from OMol25 describes an isolated molecule of C5H6O. The level of theory is wB97M-V/def2-TZVPD.

Structure (ORCA input):
```
! RIJCOSX wB97M-V def2-TZVPD def2/J DEFGRID3
* xyz 0 1
C 1.0234 1.0551 0.4944
C 1.7963 0.1419 -0.0194
C -0.3514 1.5027 -0.0984
C 0.0840 -0.0658 -0.3401
C -0.7502 -1.1519 0.3345
O 2.5667 -0.7080 -0.2945
H -1.0143 1.7289 0.6199
H -0.4312 2.1588 -0.9145
H 0.1582 -0.2400 -1.3966
H -1.1786 -0.9403 1.4224
H -0.2333 -2.1774 0.3986
H -1.6695 -1.3041 -0.2063
*
```

Values from the calculation:
molar mass	82.10	g mol⁻¹
calculated total energy	-269.20745	Ha
orbital gap	9.81	eV
highest occupied orbital energy	-8.956	eV
energy above the lowest of the compared OMol25 structures with the same formula, charge and spin	3.777	eV

=====

(4)
This record from OMol25 describes a cluster of 9 separate species, C24H60F24N4O8P3 in total. The level of theory is wB97M-V/def2-TZVPD.

Structure (ORCA input):
```
! RIJCOSX wB97M-V def2-TZVPD def2/J DEFGRID3
* xyz -1 1
C -13.4319 -9.2121 5.7965
C -12.5863 -10.2718 6.5337
C -13.1579 -10.4976 7.9241
O -12.5620 -11.6256 8.5911
C -13.4577 -12.2578 9.4403
N -12.4968 -11.4615 5.7300
H -13.2596 -12.0106 5.9811
H -12.4154 -11.5449 3.9927
H -11.6397 -12.0160 5.7720
H -14.2957 -9.6808 5.3233
H -12.7735 -8.8391 5.0271
H -13.6518 -8.3892 6.5144
H -11.4567 -9.8811 6.6970
H -14.2791 -10.5655 7.9638
H -12.9454 -9.6176 8.5703
H -12.8498 -12.9298 10.0339
H -14.2015 -12.8912 8.9027
H -13.9065 -11.4669 10.0370
C -13.1843 -20.3806 4.4997
C -13.0983 -19.1424 3.5403
C -11.6529 -18.5422 3.4594
O -11.5319 -17.4050 2.6783
C -10.3746 -16.5387 2.9522
N -13.5347 -19.5235 2.0759
H -14.4893 -19.8177 2.1761
H -12.6415 -19.0131 0.3378
H -13.0752 -20.3940 1.8173
H -12.5521 -21.1108 3.9494
H -14.2148 -20.6390 4.5785
H -12.7152 -20.1743 5.4928
H -13.8741 -18.4500 3.8492
H -10.9382 -19.2714 3.0060
H -11.2466 -18.3216 4.4478
H -10.3404 -16.1864 3.9630
H -10.5807 -15.7038 2.2506
H -9.4623 -17.0585 2.7108
C -19.7284 -14.5164 -0.0117
C -19.1259 -15.8467 0.3952
C -18.2274 -16.6431 -0.5970
O -17.8938 -17.8744 0.0121
C -17.0907 -18.7489 -0.8384
N -18.2873 -15.6259 1.6899
H -17.5319 -14.9218 1.5448
H -18.8286 -15.2156 2.4572
H -17.9000 -16.4990 1.9862
H -20.3894 -14.7352 -0.8386
H -18.9884 -13.8022 -0.3732
H -20.3028 -14.2071 0.8240
H -19.8349 -16.5584 0.8069
H -17.3676 -16.0702 -0.8503
H -18.7653 -16.7418 -1.4962
H -17.0143 -19.6063 -0.2065
H -16.0845 -18.4139 -0.9993
H -17.6002 -18.8684 -1.7974
C -14.4288 -16.1131 2.3521
C -13.8843 -14.6460 2.4312
C -13.9613 -13.9384 1.1383
O -15.3179 -13.9315 0.7052
C -15.6198 -12.9842 -0.3159
N -14.5824 -13.8749 3.4813
H -15.6006 -13.8133 3.2966
H -14.5288 -14.1598 4.5057
H -14.1587 -12.9485 3.4666
H -13.7408 -16.6150 1.6506
H -15.4834 -16.1932 2.1233
H -14.1639 -16.4669 3.3505
H -12.8352 -14.6612 2.6794
H -13.2860 -14.4487 0.3990
H -13.6154 -12.9269 1.2978
H -15.0812 -13.2886 -1.2671
H -15.4085 -11.9524 -0.0193
H -16.6452 -13.1145 -0.5938
P -12.5365 -15.4012 6.4217
F -11.6702 -14.0236 6.4877
F -12.8458 -15.2870 8.0047
F -13.8975 -14.4725 6.1658
F -13.4739 -16.7502 6.2933
F -12.3319 -15.3980 4.8320
F -11.2536 -16.2136 6.6739
P -18.2848 -11.9804 3.1014
F -17.4972 -13.4353 2.5982
F -18.7319 -11.7615 1.5961
F -19.5557 -12.9058 3.4567
F -18.9547 -10.5520 3.5494
F -17.7390 -12.2574 4.6105
F -16.8749 -11.2995 2.6477
P -18.3822 -18.0690 4.1367
F -19.4394 -17.4727 3.0693
F -17.2882 -18.0322 2.8778
F -17.8699 -16.5548 4.4488
F -17.2078 -18.6787 5.0991
F -19.4639 -18.0278 5.3129
F -18.8011 -19.5890 3.8254
C -12.1282 -10.7959 2.2663
O -13.2758 -10.6189 1.5284
O -12.3823 -11.9228 3.0681
C -10.9564 -11.1413 1.3384
F -9.8351 -11.1624 1.9495
F -11.1883 -12.4155 0.9376
F -10.8092 -10.3720 0.2837
C -13.6663 -9.2700 1.4024
C -15.1409 -9.3671 0.8834
H -15.2700 -9.6049 -0.1529
H -15.5804 -10.1725 1.4400
H -15.5632 -8.3868 1.0010
H -12.9183 -8.7589 0.7849
H -13.7008 -8.8225 2.3970
H -11.8394 -9.8643 2.9413
C -12.5293 -17.4152 -0.8604
O -13.4693 -17.2272 -2.0022
O -12.4886 -18.7411 -0.6107
C -11.2590 -16.8505 -1.4707
F -11.0885 -15.5669 -1.0135
F -10.1879 -17.5150 -1.0260
F -11.2674 -16.8060 -2.8803
C -14.0904 -15.8895 -2.0706
C -15.1206 -16.0968 -3.2804
H -14.7107 -16.5733 -4.1711
H -15.9667 -16.7066 -2.9493
H -15.4427 -15.0732 -3.4809
H -13.3507 -15.1138 -2.2965
H -14.5586 -15.6235 -1.1094
H -12.9254 -16.7198 -0.1345
*
```

Values from the calculation:
molar mass	1081.64	g mol⁻¹
calculated total energy	-5192.95007	Ha
orbital gap	9.82	eV
highest occupied orbital energy	-7.699	eV

=====

(5)
This record from OMol25 describes a structure of composition C24H31Cl3N5OPdS2. The level of theory is wB97M-V/def2-TZVPD.

Structure (ORCA input):
```
! RIJCOSX wB97M-V def2-TZVPD def2/J DEFGRID3
* xyz 1 1
Pd 0.9872 -0.5525 1.3573
Cl -5.4922 -3.9819 0.8128
C -4.0434 -3.1423 1.2709
C -2.8574 -3.4244 0.6238
C -1.7116 -2.7455 1.0008
Cl -0.2127 -3.1470 0.1982
C -1.6936 -1.7674 2.0002
O -0.6327 -1.0925 2.3783
C -2.9284 -1.5290 2.6297
Cl -2.9857 -0.3362 3.8885
C -4.0845 -2.1975 2.2834
H -2.8181 -4.1689 -0.1587
H -5.0095 -1.9771 2.7967
C 2.8352 3.7156 2.2383
N 2.6483 2.5707 3.1217
C 2.4022 2.6349 4.4818
C 2.2346 1.3777 4.9200
N 2.3814 0.5408 3.8188
C 2.6262 1.2982 2.7036
S 2.8721 0.8053 1.0774
C 2.4400 -0.8764 3.8821
C 2.8529 -1.5094 5.0393
C 2.9681 -2.8879 5.0215
C 2.7154 -3.5769 3.8482
C 2.3076 -2.8643 2.7383
N 2.1420 -1.5370 2.7681
H 2.8489 4.6153 2.8461
H 2.0163 3.7575 1.5227
H 3.7748 3.6215 1.7005
H 2.3471 3.5711 5.0073
H 1.9776 1.0017 5.8925
H 3.1118 -0.9353 5.9161
H 3.2787 -3.4137 5.9140
H 2.8183 -4.6503 3.7891
H 2.0699 -3.3513 1.8046
C -2.3803 3.3733 -4.4665
C -2.7587 2.4263 -3.3320
C -2.2868 2.8873 -1.9546
C -0.7740 3.0557 -1.8418
N -0.0344 1.8570 -2.2352
C 0.1876 0.7974 -1.4607
S -0.4532 0.7489 0.1335
N 0.8890 -0.2229 -1.9542
C 1.4589 -0.2887 -3.2974
C 0.4666 -0.4961 -4.4456
C -0.0984 -1.9082 -4.5842
C -1.0870 -2.2993 -3.4895
H -2.8164 3.0456 -5.4097
H -1.2988 3.4327 -4.6162
H -2.7391 4.3850 -4.2676
H -2.3638 1.4251 -3.5354
H -3.8437 2.3142 -3.3008
H -2.6263 2.1785 -1.1966
H -2.7380 3.8534 -1.7112
H -0.4959 3.3087 -0.8197
H -0.4274 3.8584 -2.4917
H 0.2330 1.7886 -3.2037
H 0.8838 -1.0541 -1.3822
H 2.1801 -1.1060 -3.2832
H 2.0356 0.6259 -3.4632
H 0.9970 -0.2278 -5.3626
H -0.3731 0.2023 -4.3573
H 0.7268 -2.6259 -4.6241
H -0.6008 -1.9715 -5.5515
H -0.6108 -2.4054 -2.5147
H -1.5606 -3.2530 -3.7216
H -1.8778 -1.5511 -3.3928
*
```

Values from the calculation:
molar mass	682.46	g mol⁻¹
calculated total energy	-3586.87445	Ha
orbital gap	6.65	eV
highest occupied orbital energy	-9.830	eV
energy above the lowest of the compared OMol25 structures with the same formula, charge and spin	0.183	eV